Record 1
{
  "formula": "CH7N",
  "method": "ωB97M-V/def2-TZVPD",
  "smiles": "C.N",
  "lumo_energy_ev": 1.21,
  "species": ["C", "H", "H", "H", "H", "N", "H", "H", "H"],
  "xyz": [[-2.04, 1.36, 2.56], [-2.34, 0.50, 3.12], [-1.37, 1.89, 3.26], [-2.75, 2.14, 2.27], [-1.50, 1.18, 1.63], [2.63, -1.68, -3.07], [2.51, -1.17, -3.94], [1.70, -1.70, -2.69], [3.15, -2.51, -3.14]],
  "lowdin_charge": [-0.0538, 0.0118, 0.0153, 0.0148, 0.0119, 0.0140, 0.0003, -0.0001, -0.0142]
}

=====

Record 2
{
  "formula": "CH7N2",
  "method": "ωB97M-V/def2-TZVPD",
  "total_charge": 1,
  "lumo_energy_ev": [-5.35, -5.35],
  "species": ["C", "N", "N", "H", "H", "H", "H", "H", "H", "H"],
  "xyz": [[-0.49, -0.34, 0.10], [0.02, -0.04, 1.31], [0.34, 0.65, -0.98], [-1.59, -0.17, -0.11], [-0.37, -1.42, -0.30], [1.20, -1.16, 2.01], [-0.69, -0.17, 1.97], [1.11, 1.28, -0.65], [0.88, 0.20, -1.83], [-0.41, 1.17, -1.52]],
  "lowdin_charge": [-0.2835, -0.0261, 0.1392, 0.1495, 0.1463, 0.3413, 0.0274, 0.1552, 0.1917, 0.1590]
}

=====

For reference, DFT total energy by record: -2640.3348, -4119.5893 eV.